Entry 1:
C51H39BrN4O4W | wB97M-V/def2-TZVPD

Summary:
* total energy: -5127.57418 hartree
* multiplicity: 1
* orbital gap: 6.527 eV
* HOMO energy: -12.70 eV
* total charge: +2
* largest force on an atom: 2.20 eV Å⁻¹
* relative energy (zero: lowest compared OMol25 entry of this formula, charge and spin): 31.3 kcal per mole

XYZ file:
```
100
C51H39BrN4O4W (wB97M-V/def2-TZVPD)
W 0.410 0.459 -0.118
O -0.104 -1.221 -0.663
C 0.350 -2.568 -0.773
C 1.529 -2.768 0.194
C 1.379 -2.106 1.546
C 1.909 -2.786 2.632
C 1.788 -2.261 3.902
C 0.982 -1.150 4.069
C 0.417 -0.537 2.967
C -0.767 0.366 3.176
C -0.728 1.739 2.523
O -0.527 1.423 1.138
C 0.390 2.619 3.075
C 0.800 2.517 4.402
C 1.790 3.350 4.904
C 2.381 4.306 4.092
C 1.960 4.435 2.778
C 0.970 3.600 2.280
C -2.085 2.446 2.645
C -2.268 3.684 2.032
C -3.488 4.338 2.090
C -4.552 3.772 2.781
C -4.378 2.549 3.407
C -3.157 1.888 3.336
N 0.747 -0.913 1.703
C 0.739 -2.773 -2.241
C 2.045 -2.918 -2.691
C 2.324 -2.970 -4.055
C 1.300 -2.874 -4.982
C -0.012 -2.739 -4.541
C -0.286 -2.690 -3.184
C -0.779 -3.500 -0.333
C -0.897 -4.780 -0.864
C -1.888 -5.639 -0.408
C -2.768 -5.232 0.584
C -2.647 -3.962 1.131
C -1.656 -3.102 0.675
H 2.455 -2.441 -0.264
H 1.637 -3.837 0.367
H 2.407 -3.733 2.471
H 2.248 -2.750 4.752
H 0.743 -0.786 5.058
H -0.956 0.457 4.241
H -1.618 -0.162 2.739
H 0.338 1.807 5.077
H 2.091 3.254 5.940
H 3.155 4.953 4.485
H 2.393 5.194 2.138
H 0.637 3.737 1.259
H -1.447 4.163 1.518
H -3.601 5.301 1.606
H -5.500 4.290 2.848
H -5.193 2.101 3.963
H -3.068 0.937 3.843
H 2.876 -3.016 -2.004
H 3.347 -3.099 -4.388
H 1.518 -2.918 -6.042
H -0.824 -2.687 -5.257
H -1.311 -2.587 -2.844
H -0.215 -5.111 -1.637
H -1.974 -6.631 -0.833
H -3.541 -5.903 0.935
H -3.319 -3.641 1.917
H -1.562 -2.114 1.104
C 4.813 -0.315 -0.219
C 3.474 -0.339 0.124
N 2.488 -0.061 -0.723
C 2.836 0.280 -1.992
C 4.166 0.323 -2.426
C 5.173 0.021 -1.502
C 4.453 0.687 -3.783
C 3.459 0.965 -4.647
C 2.088 0.930 -4.224
C 1.020 1.163 -5.102
C -0.257 1.034 -4.629
C -0.458 0.768 -3.276
N 0.521 0.644 -2.398
C 1.787 0.642 -2.888
H 5.556 -0.553 0.530
H 3.178 -0.561 1.138
H 6.215 0.066 -1.793
H 5.490 0.730 -4.092
H 3.672 1.221 -5.678
H 1.210 1.416 -6.139
H -1.113 1.151 -5.279
H -1.459 0.662 -2.896
O -5.997 2.008 -0.905
C -4.738 1.574 -0.880
C -4.370 0.240 -0.713
C -3.030 -0.081 -0.686
N -2.055 0.827 -0.807
C -2.436 2.088 -1.000
Br -1.012 3.315 -1.292
C -3.732 2.529 -1.045
H -6.634 1.288 -0.821
H -5.116 -0.540 -0.608
H -2.706 -1.106 -0.557
H -3.983 3.569 -1.196
O 2.720 2.666 0.068
C 1.833 1.968 0.134
```

These are the Löwdin partial charges, in e, on atoms 1 to 6: atom 1 (W): 1.679, atom 2 (O): -0.332, atom 3 (C): -0.387, atom 4 (C): -0.049, atom 5 (C): -0.235, atom 6 (C): 0.006

Entry 2:
C51H40Cl3CoN3OP2 | wB97M-V/def2-TZVPD

Summary:
* total energy: -5652.88331 hartree
* multiplicity: 2
* orbital gap (spin up / spin down): 5.454 / 5.419 eV
* expectation value of S²: 0.78
* HOMO energy (spin up / spin down): -6.37 / -6.34 eV
* largest force on an atom: 0.68 eV Å⁻¹

XYZ file:
```
101
C51H40Cl3CoN3OP2 (wB97M-V/def2-TZVPD)
Co -0.371 -0.444 1.971
C 4.006 -0.240 4.730
C 3.011 -0.788 3.906
N 1.890 -0.174 3.585
C 1.679 1.065 4.121
C 2.611 1.683 4.995
C 3.807 0.992 5.270
C 2.320 2.938 5.575
C 1.120 3.530 5.320
C 0.188 2.954 4.443
C 0.458 1.763 3.785
N -0.382 1.174 2.894
C -1.384 1.762 2.176
C -1.779 3.035 1.995
C -2.951 3.280 1.107
C -4.470 1.875 0.327
C -3.899 0.442 0.438
C -4.536 -0.613 -0.358
C -3.915 -1.065 -1.458
C -2.660 -0.506 -1.894
N -1.967 0.403 -1.284
C -1.941 0.603 1.392
H 4.909 -0.804 4.919
H 3.166 -1.772 3.506
H 4.550 1.448 5.914
H 3.044 3.403 6.232
H 0.870 4.467 5.803
H -0.772 3.425 4.294
H -1.318 3.877 2.491
H -3.011 4.337 0.851
H -5.370 1.973 -0.280
H -5.482 -1.033 -0.031
H -4.332 -1.860 -2.060
H -2.227 -0.868 -2.821
Cl -3.738 -6.701 2.035
C -2.840 -5.264 1.638
C -2.474 -4.385 2.639
C -1.758 -3.255 2.298
Cl -1.269 -2.147 3.555
C -1.369 -2.922 0.977
O -0.694 -1.858 0.678
C -1.787 -3.868 0.007
Cl -1.370 -3.581 -1.651
C -2.496 -5.010 0.323
H -2.744 -4.576 3.668
H -2.772 -5.703 -0.460
C 2.026 1.094 -0.939
C 2.232 -0.425 -0.801
P 2.075 -1.293 -2.460
C 3.727 -0.748 -3.084
C 4.934 -1.273 -2.625
C 6.141 -0.815 -3.129
C 6.162 0.183 -4.095
C 4.970 0.720 -4.555
C 3.762 0.251 -4.055
C 2.453 -3.039 -2.078
C 2.758 -3.861 -3.166
C 2.955 -5.221 -2.996
C 2.837 -5.787 -1.732
C 2.524 -4.980 -0.650
C 2.330 -3.615 -0.830
C 0.573 1.634 -0.876
P -0.465 0.895 -2.187
C -1.180 2.304 -3.132
C -1.365 3.610 -2.680
C -1.955 4.560 -3.499
C -2.358 4.223 -4.785
C -2.160 2.935 -5.256
C -1.570 1.985 -4.433
C -2.506 0.950 -0.010
C -3.347 0.054 1.840
C -3.980 0.757 2.995
C -4.441 2.000 2.887
C -4.389 2.744 1.598
C -3.084 2.386 -0.147
H 2.496 1.406 -1.878
H 2.559 1.603 -0.133
H 1.506 -0.808 -0.079
H 3.226 -0.642 -0.403
H 4.931 -2.052 -1.870
H 7.070 -1.241 -2.771
H 7.106 0.534 -4.493
H 4.979 1.493 -5.313
H 2.828 0.661 -4.425
H 2.844 -3.424 -4.155
H 3.183 -5.844 -3.851
H 2.978 -6.851 -1.597
H 2.421 -5.412 0.339
H 2.039 -3.003 0.003
H 0.625 2.715 -0.999
H 0.108 1.434 0.094
H -1.043 3.900 -1.687
H -2.098 5.569 -3.136
H -2.809 4.971 -5.424
H -2.453 2.669 -6.263
H -1.396 0.980 -4.803
H -3.356 -1.028 1.986
H -4.013 0.241 3.947
H -4.850 2.506 3.754
H -5.128 3.545 1.593
H -2.960 2.856 -1.120
```

These are the Löwdin partial charges, in e, on atoms 1 to 6: atom 1 (Co): 0.439, atom 2 (C): -0.067, atom 3 (C): -0.141, atom 4 (N): 0.109, atom 5 (C): -0.144, atom 6 (C): -0.166

Entry 3:
C51H40F8O9S2 | wB97M-V/def2-TZVPD

Summary:
* total energy: -4239.85126 hartree
* multiplicity: 1
* orbital gap: 7.694 eV
* HOMO energy: -8.86 eV
* largest force on an atom: 3.57 eV Å⁻¹

XYZ file:
```
110
C51H40F8O9S2 (wB97M-V/def2-TZVPD)
C 5.636 -0.835 0.453
C 6.932 -1.091 -0.344
C 8.155 -0.842 0.517
F 9.342 -1.089 -0.082
F 8.135 0.477 0.864
F 6.892 -2.360 -0.832
F 6.918 -0.316 -1.464
O 4.509 -0.955 -0.368
C 3.669 -2.057 -0.341
C 2.597 -1.848 -1.413
F 3.033 -1.488 -2.645
F 1.894 -2.996 -1.550
F 4.339 -3.215 -0.543
F 3.171 -2.062 0.931
H 5.546 0.177 0.844
H 5.659 -1.539 1.293
H 8.077 -1.495 1.395
H 1.958 -0.997 -1.157
C -1.660 -0.186 0.826
S -0.159 0.341 1.721
O 0.957 -0.350 1.003
C -0.180 2.104 1.259
H -1.570 0.097 -0.225
H -2.633 0.101 1.219
H -1.609 -1.276 0.842
H 0.764 2.630 1.393
H -0.898 2.665 1.864
H -0.509 2.158 0.220
C -4.420 6.116 2.146
S -2.870 5.259 1.722
O -3.039 3.849 2.199
C -3.022 5.344 -0.082
H -4.359 7.164 1.860
H -4.461 5.916 3.214
H -5.276 5.693 1.621
H -2.038 5.124 -0.499
H -3.391 6.307 -0.427
H -3.669 4.558 -0.479
C 1.237 0.777 4.484
C 1.510 2.101 4.719
C 2.805 2.598 4.750
C 3.884 1.723 4.604
C 3.599 0.354 4.320
C 2.302 -0.092 4.244
C 4.735 -0.606 4.155
O 4.529 -1.706 3.685
C 6.065 -0.189 4.647
C 7.094 -1.115 4.832
C 8.397 -0.681 4.999
C 8.700 0.660 5.186
C 7.677 1.603 5.095
C 6.374 1.180 4.867
C 5.257 2.180 4.887
O 5.499 3.370 4.923
H 0.244 0.360 4.520
H 0.655 2.763 4.812
H 3.020 3.628 4.996
H 2.202 -1.126 3.935
H 6.817 -2.156 4.717
H 9.045 -1.509 5.270
H 9.711 0.922 5.464
H 7.861 2.643 5.325
C -4.984 -4.616 0.282
C -6.220 -5.097 -0.129
C -7.348 -4.316 0.032
C -7.250 -2.978 0.468
C -5.985 -2.512 0.863
C -4.857 -3.318 0.753
C -5.777 -1.084 1.281
O -4.715 -0.750 1.768
C -6.902 -0.131 1.206
C -6.770 1.230 1.486
C -7.804 2.107 1.261
C -9.054 1.603 0.833
C -9.176 0.285 0.470
C -8.148 -0.616 0.778
C -8.402 -2.071 0.491
O -9.524 -2.407 0.175
H -4.067 -5.190 0.274
H -6.298 -6.127 -0.451
H -8.334 -4.659 -0.251
H -3.834 -3.071 1.000
H -5.797 1.635 1.739
H -7.652 3.153 1.486
H -9.804 2.343 0.582
H -10.133 -0.137 0.195
C 0.066 -2.836 -9.234
C -0.260 -3.815 -8.309
C -0.765 -3.433 -7.048
C -0.662 -2.083 -6.661
C -0.286 -1.122 -7.576
C 0.000 -1.515 -8.867
C -0.107 0.299 -7.165
O 0.232 1.147 -7.956
C -0.034 0.566 -5.695
C 0.236 1.853 -5.213
C 0.498 2.032 -3.851
C 0.349 1.013 -2.917
C -0.122 -0.181 -3.389
C -0.312 -0.475 -4.741
C -0.767 -1.771 -5.215
O -1.132 -2.617 -4.419
H 0.351 -3.172 -10.223
H -0.185 -4.871 -8.524
H -0.953 -4.236 -6.352
H 0.287 -0.745 -9.576
H 0.115 2.661 -5.922
H 0.649 3.036 -3.472
H 0.442 1.258 -1.869
H -0.440 -1.032 -2.793
```

These are the Löwdin partial charges, in e, on atoms 1 to 6: atom 1 (C): -0.068, atom 2 (C): -0.435, atom 3 (C): -0.301, atom 4 (F): 0.099, atom 5 (F): 0.086, atom 6 (F): 0.117

Entry 4:
C51H41B3BrO35PS | wB97M-V/def2-TZVPD

Summary:
* total energy: -7989.59339 hartree
* multiplicity: 1
* orbital gap: 6.502 eV
* HOMO energy: -8.52 eV
* largest force on an atom: 5.85 eV Å⁻¹

XYZ file:
```
133
C51H41B3BrO35PS (wB97M-V/def2-TZVPD)
C -2.549 1.933 -1.163
C -1.945 0.440 -1.473
Br -2.554 -0.754 0.064
C -0.301 0.388 -1.630
B 0.388 1.495 -0.573
O 1.329 2.546 -1.078
B 1.271 3.583 0.010
O 1.848 3.136 1.326
B 0.910 2.041 1.761
P 0.821 1.436 3.617
S 0.143 2.874 4.803
O -0.033 1.377 0.836
H -3.716 1.957 -1.401
H -2.471 2.256 -0.018
H -2.079 2.753 -1.889
H -2.406 -0.029 -2.443
H 0.056 -0.688 -1.264
H 0.084 0.506 -2.729
H 0.811 4.658 -0.174
H 2.061 0.872 4.086
H -0.177 0.383 3.696
C -4.861 3.050 5.140
C -5.862 3.837 4.740
C -5.747 4.670 3.512
O -6.691 5.369 3.159
C -4.482 4.624 2.763
C -3.479 3.840 3.165
C -3.604 2.986 4.378
O -2.673 2.262 4.712
O -2.286 3.793 2.468
O -7.045 3.905 5.453
H -4.932 2.437 6.030
H -4.405 5.248 1.882
H -1.723 3.154 2.956
H -7.610 4.540 4.962
C 0.676 -4.485 1.887
C 0.721 -3.546 0.941
C 0.972 -3.895 -0.485
O 0.989 -3.012 -1.335
C 1.197 -5.310 -0.818
C 1.155 -6.249 0.129
C 0.877 -5.903 1.550
O 0.827 -6.790 2.395
O 1.369 -7.581 -0.177
O 0.536 -2.211 1.251
H 0.492 -4.246 2.927
H 1.396 -5.548 -1.855
H 1.285 -8.061 0.675
H 0.613 -1.732 0.398
C 3.214 5.356 -2.697
C 3.982 5.344 -3.789
C 4.473 6.608 -4.404
O 5.192 6.565 -5.396
C 4.063 7.879 -3.786
C 3.293 7.891 -2.696
C 2.825 6.626 -2.066
O 2.134 6.669 -1.054
O 2.902 9.082 -2.112
O 4.349 4.154 -4.390
H 2.852 4.444 -2.239
H 4.413 8.791 -4.253
H 2.353 8.826 -1.339
H 4.904 4.410 -5.159
C -1.788 5.965 -6.421
C -0.465 6.098 -6.531
C 0.415 6.100 -5.330
O 1.629 6.205 -5.464
C -0.221 5.977 -4.009
C -1.545 5.847 -3.899
C -2.422 5.818 -5.102
O -3.633 5.679 -4.969
O -2.150 5.735 -2.661
O 0.137 6.239 -7.768
H -2.440 5.960 -7.286
H 0.428 5.998 -3.144
H -3.110 5.651 -2.846
H 1.098 6.317 -7.583
C 4.936 -3.700 4.679
C 5.749 -4.110 5.654
C 5.881 -5.554 5.995
O 6.651 -5.902 6.884
C 5.065 -6.518 5.241
C 4.249 -6.107 4.268
C 4.138 -4.667 3.909
O 3.393 -4.322 2.997
O 3.477 -7.008 3.557
O 6.500 -3.207 6.384
H 4.831 -2.654 4.419
H 5.157 -7.562 5.511
H 2.975 -6.466 2.909
H 7.006 -3.749 7.028
C 4.523 -1.048 -6.096
C 3.272 -1.295 -6.490
C 2.160 -0.359 -6.166
O 1.024 -0.603 -6.558
C 2.476 0.839 -5.373
C 3.727 1.084 -4.977
C 4.843 0.162 -5.324
O 5.985 0.424 -4.961
O 4.031 2.207 -4.228
O 2.963 -2.432 -7.214
H 5.341 -1.719 -6.326
H 1.656 1.502 -5.130
H 4.998 2.160 -4.069
H 1.996 -2.381 -7.379
C -3.785 -3.260 6.914
C -3.017 -3.272 5.822
C -2.526 -2.007 5.208
O -1.807 -2.051 4.216
C -2.936 -0.736 5.825
C -3.706 -0.725 6.915
C -4.174 -1.990 7.545
O -4.865 -1.947 8.557
O -4.097 0.466 7.499
O -2.650 -4.462 5.221
H -4.147 -4.171 7.372
H -2.586 0.175 5.358
H -4.646 0.210 8.272
H -2.095 -4.206 4.452
C -3.269 -8.003 -2.488
C -2.583 -7.693 -1.386
C -2.708 -6.354 -0.747
O -2.080 -6.106 0.276
C -3.594 -5.367 -1.384
C -4.277 -5.675 -2.488
C -4.173 -7.023 -3.111
O -4.827 -7.283 -4.115
O -5.108 -4.751 -3.093
O -1.730 -8.608 -0.796
H -3.190 -8.973 -2.961
H -3.662 -4.391 -0.919
H -5.490 -5.213 -3.872
H -1.354 -8.148 -0.015
```

These are the Löwdin partial charges, in e, on atoms 1 to 6: atom 1 (C): -0.162, atom 2 (C): -0.632, atom 3 (Br): 0.613, atom 4 (C): -0.096, atom 5 (B): -0.409, atom 6 (O): 0.119